# 1
{"formula": "ClIO2S", "method": "ωB97M-V/def2-TZVPD", "elements": ["O", "O", "S", "Cl", "I"], "positions_angstrom": [[0.9046, 0.4538, -0.3622], [2.8835, 0.6962, 1.1756], [1.7726, -0.0806, 0.6552], [-2.0744, -1.1019, -1.4437], [-3.4863, 0.0325, -0.0249]], "mulliken_charge": [-0.343, -0.375, 0.721, -0.206, 0.203], "relative_energy_kcal_mol": 0.6, "orbital_gap_ev": 8.58, "e_homo_ev": -10.0, "e_lumo_ev": -1.378}

# 2
{"formula": "ClIO6V3", "method": "ωB97M-V/def2-TZVPD", "elements": ["O", "V", "O", "O", "V", "O", "O", "V", "O", "Cl", "I"], "positions_angstrom": [[11.4291, 17.3243, -7.2036], [10.7082, 18.2409, -8.4923], [12.0457, 18.7512, -9.2519], [4.1398, 8.8656, -1.7625], [3.5205, 9.6992, -2.8798], [4.6437, 9.7768, -4.0835], [10.4605, 12.0482, -7.6031], [10.2636, 10.4906, -7.5186], [9.9711, 10.1340, -6.0440], [12.8007, 6.5135, -8.6802], [6.7595, 9.2777, -11.0303]], "mulliken_charge": [-0.520, 1.622, -0.475, -0.461, 1.692, -0.525, -0.578, 1.707, -0.513, -0.554, -0.395], "orbital_gap_ev": 1.31, "e_homo_ev": -9.1, "e_lumo_ev": -7.749, "charge": 1}

# 3
{"formula": "ClMg", "method": "ωB97M-V/def2-TZVPD", "elements": ["Mg", "Cl"], "positions_angstrom": [[0.5613, -0.1854, 1.0353], [-0.5613, 0.1854, -1.0353]], "mulliken_charge": [1.262, -0.262], "relative_energy_kcal_mol": 9.9, "orbital_gap_ev": 7.14, "e_homo_ev": -15.6, "e_lumo_ev": -8.417, "charge": 1}

# 4
{"formula": "ClMn2NaO8S2", "method": "ωB97M-V/def2-TZVPD", "elements": ["Na", "Mn", "Mn", "S", "O", "O", "O", "O", "S", "O", "O", "O", "O", "Cl"], "positions_angstrom": [[-19.1375, 9.6252, -17.9014], [-18.9020, 5.7801, -17.7478], [-15.0479, 7.5866, -16.1171], [-20.6125, 7.4491, -20.1353], [-21.2945, 8.6809, -19.9687], [-20.0448, 7.3044, -21.5007], [-19.4942, 7.3079, -19.1214], [-21.5199, 6.2664, -20.0498], [-14.9163, 4.5999, -16.8257], [-14.6290, 5.2605, -18.1194], [-15.8379, 3.4995, -17.0474], [-13.7166, 4.0873, -16.1572], [-15.5943, 5.6379, -15.9393], [-17.0619, 7.7003, -17.4989]], "mulliken_charge": [0.790, 1.207, 1.070, 1.209, -0.686, -0.668, -0.405, -0.748, 1.214, -0.657, -0.657, -0.656, -0.652, -0.361], "orbital_gap_ev": [3.82, 3.77], "e_homo_ev": [-7.8, -7.7], "e_lumo_ev": [-3.954, -3.961], "multiplicity": 11}

# 5
{"formula": "ClNO3", "method": "ωB97M-V/def2-TZVPD", "elements": ["N", "O", "O", "O", "Cl"], "positions_angstrom": [[-0.3139, -0.2463, 0.6798], [-0.5510, 0.8877, 0.4796], [-0.5081, -1.0973, 1.4890], [0.7574, -0.5154, -1.0558], [0.6156, 0.9713, -1.5926]], "mulliken_charge": [1.022, -0.408, -0.396, -0.376, 0.159], "relative_energy_kcal_mol": 28.3, "orbital_gap_ev": [8.12, 8.12], "e_homo_ev": [-10.2, -10.2], "e_lumo_ev": [-2.058, -2.058]}

# 6
{"formula": "ClNO4S", "method": "ωB97M-V/def2-TZVPD", "elements": ["N", "O", "O", "O", "O", "S", "Cl"], "positions_angstrom": [[0.0003, 0.3450, 1.4574], [0.0680, -0.7622, 0.5737], [0.6602, -1.1970, -1.6892], [-1.2978, 0.2527, -1.2243], [-0.1051, 1.3734, 0.8943], [0.0547, -0.1208, -0.8860], [1.4623, 1.3011, -1.1978]], "mulliken_charge": [0.380, -0.097, -0.534, -0.467, -0.269, 1.062, -0.076], "smiles": "O=NOS(=O)(=O)Cl", "relative_energy_kcal_mol": 21.4, "orbital_gap_ev": 9.98, "e_homo_ev": -11.6, "e_lumo_ev": -1.655}

# 7
{"formula": "ClNO4S", "method": "ωB97M-V/def2-TZVPD", "elements": ["N", "O", "O", "O", "O", "S", "Cl"], "positions_angstrom": [[-0.1301, 0.3360, -1.4661], [-0.6933, 0.6862, -0.1357], [-0.3093, -0.0582, 2.1989], [0.5341, -1.5804, 0.4914], [0.8385, -0.2569, -1.3242], [0.1995, -0.2362, 0.9030], [1.7724, 1.0227, 0.8561]], "mulliken_charge": [0.305, -0.142, -0.489, -0.433, -0.214, 1.057, -0.084], "relative_energy_kcal_mol": 21.5, "orbital_gap_ev": [9.04, 8.23], "e_homo_ev": [-9.3, -12.1], "e_lumo_ev": [-0.235, -3.873], "multiplicity": 3}

# 8
{"formula": "ClNO7Rb2", "method": "ωB97M-V/def2-TZVPD", "elements": ["Rb", "Rb", "Cl", "O", "O", "O", "O", "N", "O", "O", "O"], "positions_angstrom": [[0.6481, 0.3191, 4.7403], [-3.4536, -2.0659, 3.4153], [1.2572, 0.2776, -2.6857], [0.0261, -0.2709, -2.3274], [1.5813, 0.0987, -4.0829], [1.3370, 1.7014, -2.3599], [2.2882, -0.4270, -1.8240], [-0.8916, 0.1503, 1.2641], [0.1803, -0.0252, 1.9143], [-1.8833, -0.5340, 1.7165], [-1.0896, 0.7760, 0.2294]], "mulliken_charge": [0.471, 0.458, 1.604, -0.580, -0.664, -0.656, -0.698, 0.715, -0.591, -0.604, -0.454], "orbital_gap_ev": [2.60, 6.21], "e_homo_ev": [-1.8, -4.7], "e_lumo_ev": [0.788, 1.497], "multiplicity": 2, "charge": -1}

# 9
{"formula": "ClNa4O4", "method": "ωB97M-V/def2-TZVPD", "elements": ["Na", "Na", "Na", "Na", "Cl", "O", "O", "O", "O"], "positions_angstrom": [[3.5541, -1.1617, -0.9640], [0.0138, -2.3014, -2.1085], [-1.4574, 3.8822, 0.9684], [-1.7398, -0.6884, 3.0595], [-0.1088, 0.0962, -0.1869], [-1.3549, -0.4863, -0.5862], [0.2429, -0.5917, 1.0690], [0.9470, -0.2757, -1.1387], [-0.0970, 1.5267, -0.1126]], "mulliken_charge": [0.971, 0.953, 0.974, 0.953, 1.714, -0.608, -0.610, -0.798, -0.550], "relative_energy_kcal_mol": 0.0, "orbital_gap_ev": 10.69, "e_homo_ev": -20.8, "e_lumo_ev": -10.136, "charge": 3}

# 10
{"formula": "ClO2S", "method": "ωB97M-V/def2-TZVPD", "elements": ["O", "O", "S", "Cl"], "positions_angstrom": [[-0.7704, 0.3477, -1.1636], [0.5282, -1.1751, 0.6383], [-0.2866, 0.0310, 0.4689], [0.8909, 1.7696, 0.8819]], "mulliken_charge": [-0.649, -0.491, 0.481, -0.341], "relative_energy_kcal_mol": 32.9, "orbital_gap_ev": 8.26, "e_homo_ev": -4.2, "e_lumo_ev": 4.042, "charge": -1}

Question: What is the formula in the first record?
Answer: ClIO2S

Repeat the seventh record exactly.
{"formula": "ClNO4S", "method": "ωB97M-V/def2-TZVPD", "elements": ["N", "O", "O", "O", "O", "S", "Cl"], "positions_angstrom": [[-0.1301, 0.3360, -1.4661], [-0.6933, 0.6862, -0.1357], [-0.3093, -0.0582, 2.1989], [0.5341, -1.5804, 0.4914], [0.8385, -0.2569, -1.3242], [0.1995, -0.2362, 0.9030], [1.7724, 1.0227, 0.8561]], "mulliken_charge": [0.305, -0.142, -0.489, -0.433, -0.214, 1.057, -0.084], "relative_energy_kcal_mol": 21.5, "orbital_gap_ev": [9.04, 8.23], "e_homo_ev": [-9.3, -12.1], "e_lumo_ev": [-0.235, -3.873], "multiplicity": 3}

Question: What is the formula in the sixth record?
Answer: ClNO4S